82
Properties=species:S:1:pos:R:3:mulliken_charge:R:1 method="wB97M-V/def2-TZVPD" largest_force_ha_per_bohr=0.099 energy_ha=-5621.14631 charge=-2 orbital_gap_ev=4.61
Cs -0.29068 -0.22440 0.50382 1.6640
C 2.00742 -3.15648 0.89911 0.1231
C 0.62802 -3.25687 1.13166 -0.2636
C 0.39320 -2.87412 2.46319 0.0312
C 1.62551 -2.54814 3.06107 1.3748
C 2.62696 -2.72282 2.08913 0.8370
C 4.11664 -2.58924 2.23846 -1.7196
C 1.77163 -2.16419 4.50642 -1.6285
C -0.93367 -2.86175 3.16542 -1.5638
C -0.42993 -3.72336 0.17059 -0.9945
C 2.75739 -3.48120 -0.35874 -1.5969
H 4.62234 -3.47780 1.84941 0.4521
H 4.41109 -2.48128 3.28356 0.3467
H 4.50838 -1.72989 1.68282 0.2459
H 1.20859 -2.85185 5.14240 0.4448
H 1.38479 -1.15893 4.70443 0.1654
H 2.81275 -2.19637 4.83217 0.3153
H -1.00366 -3.67414 3.90218 0.3020
H -1.75220 -2.98582 2.45623 0.3633
H -1.08695 -1.92219 3.70296 0.3233
H -1.03453 -4.52278 0.61371 0.3694
H 0.01648 -4.11866 -0.74134 0.3410
H -1.09904 -2.91118 -0.11938 0.0165
H 3.43523 -4.33232 -0.21343 0.3921
H 3.36726 -2.63395 -0.68611 0.2209
H 2.07950 -3.73870 -1.17105 0.3233
N -2.93052 2.98208 2.50137 -0.3851
C -1.86143 3.44661 3.14089 0.5382
N -0.76162 2.82680 3.31846 -0.3014
C 0.12538 3.49161 4.10502 0.1339
C -0.30835 4.69671 4.58182 -0.4844
S -1.91077 5.03854 4.01130 -0.3171
C 1.39749 2.85558 4.36454 -0.2022
C 2.32230 3.25142 5.28681 -0.4545
S 3.68722 2.18121 5.28432 -0.3444
C 2.85769 1.24682 3.98812 0.2843
N 1.72277 1.73045 3.66779 0.1005
N 3.47055 0.19448 3.42753 -0.0867
H -2.71256 2.19785 1.83410 0.1773
H -3.60808 3.65189 2.17518 0.2817
H 0.18827 5.40996 5.20983 0.3852
H 2.28084 4.07747 5.96729 0.4070
H 4.22823 -0.21415 3.94886 0.3332
H 2.87317 -0.46423 2.93173 -0.1774
C 2.62857 -1.14267 -4.79681 -1.4821
C 2.67099 -0.24248 -3.60495 0.6587
C 3.21435 1.03106 -3.66572 -0.6061
C 3.14645 1.85517 -2.55233 -0.7739
C 2.53378 1.33986 -1.42738 0.1324
Br 2.42873 2.40365 0.13078 -0.1429
N 2.04571 0.12738 -1.32859 0.1628
C 2.08774 -0.63801 -2.40043 -0.3881
H 3.30430 -0.79526 -5.57634 0.3955
H 1.60871 -1.12486 -5.17770 0.2718
H 2.88407 -2.16568 -4.52617 0.3184
H 3.67148 1.39188 -4.57991 0.3386
H 3.54531 2.85771 -2.55386 0.4215
H 1.62706 -1.60600 -2.29288 0.4691
C -6.61805 0.79540 -4.95136 -1.5087
C -5.19466 0.62779 -4.49917 1.2023
C -4.81070 -0.48857 -3.76914 -0.7095
C -3.53274 -0.58606 -3.25140 -0.4342
C -2.62179 0.42307 -3.48606 -0.3601
C -2.97132 1.51147 -4.26153 -0.6234
C -4.25522 1.61533 -4.76635 -0.7717
S -1.03995 0.47504 -2.60996 1.1887
O -1.04585 -0.68062 -1.70979 -0.9289
O -0.02069 0.34103 -3.65466 -0.7137
N -0.86470 1.86757 -1.95214 -0.3556
C -1.99974 2.42762 -1.26281 -0.4237
C -2.74256 1.39329 -0.41038 0.6435
O -3.76625 0.88315 -0.87445 -0.6334
O -2.25692 1.13844 0.73143 -1.0954
H -7.15391 -0.14845 -4.88711 0.3545
H -6.66659 1.15889 -5.97706 0.3697
H -7.12781 1.51901 -4.31375 0.2785
H -5.53874 -1.26324 -3.56705 0.2509
H -3.22905 -1.41848 -2.63873 0.3849
H -2.22746 2.27624 -4.43258 0.5164
H -4.55016 2.48797 -5.33840 0.3050
H -2.72348 2.84067 -1.99094 0.2424
H -1.64201 3.24895 -0.62799 0.2724